Record 1
The following is a quantum chemistry calculation of 2 unconnected molecules or ions with the total composition C2H2F2I2O at a distorted geometry, from the OMol25 dataset.

Atoms and positions in Å:
C: -0.253 -0.350 -0.177
C: -1.352 -1.359 1.733
O: 0.340 0.659 0.423
F: -0.936 -2.635 1.709
F: -2.679 -1.354 1.703
I: -1.931 0.011 -1.414
I: -0.481 -0.253 3.333
H: 0.399 -1.138 -0.508
H: -0.270 1.358 0.711

Forces on atoms 1 to 3 (eV/Å):
C -2.604 -0.875 2.466
C 1.742 0.629 -2.763
O 0.679 0.512 -0.339

For the calculated total energy, the calculation gives -947.65634 Ha. Its total charge is 0. For the energy above the lowest of the compared OMol25 structures with the same formula, charge and spin, the calculation gives 262.0 kJ/mol. The multiplicity is 1. For the orbital gap (spin up / spin down), the calculation gives 7.946 / 7.948 eV.


Record 2
The following is a quantum chemistry calculation of 2 unconnected molecules or ions with the total composition C4H13N2O at a distorted geometry, from the OMol25 dataset.

Atoms and positions in Å:
C: -0.825 0.762 -0.861
C: -0.899 1.291 0.557
C: -0.648 0.201 1.565
C: 0.590 0.063 2.065
N: -1.661 -0.679 1.817
N: 0.527 0.097 -1.075
H: -1.559 -0.011 -1.058
H: -0.843 1.594 -1.567
H: -1.884 1.705 0.718
H: -0.171 2.041 0.840
H: 1.323 0.843 1.957
H: 0.826 -0.713 2.790
H: 2.661 -1.748 -2.392
H: -2.630 -0.416 1.772
H: -1.506 -1.230 2.649
H: 0.607 -0.881 -1.351
H: 1.184 0.605 -1.655
H: 0.997 0.073 -0.137
H: 2.083 -1.939 -3.760
O: 1.827 -1.657 -2.872

Forces on atoms 1 to 3 (eV/Å):
C 1.009 0.090 -0.502
C -0.223 -0.584 1.024
C 0.189 0.284 -0.094

For the calculated total energy, the calculation gives -344.71001 Ha. Its total charge is +1. For the energy above the lowest of the compared OMol25 structures with the same formula, charge and spin, the calculation gives 149.2 kJ/mol. The multiplicity is 1. For the orbital gap, the calculation gives 9.266 eV.


Record 3
The following is a quantum chemistry calculation of a molecular structure, C34H31F9N7O6S3 at a distorted geometry, from the OMol25 dataset.

Atoms and positions in Å:
O: 7.356 -2.908 3.538
S: 6.015 -3.281 3.177
O: 5.268 -3.928 4.225
N: 5.257 -1.926 2.684
S: 4.478 -2.044 1.325
O: 4.418 -3.342 0.700
O: 4.804 -0.976 0.432
S: 2.448 -1.419 1.822
O: 1.555 -1.552 0.707
O: 2.583 -0.063 2.275
C: 1.750 -2.327 3.318
F: 2.679 -2.461 4.268
F: 0.809 -1.482 3.786
C: 1.005 -3.668 3.061
F: 0.003 -3.482 2.188
F: 0.430 -3.978 4.242
C: 1.875 -4.891 2.627
F: 3.165 -4.688 2.855
F: 1.494 -5.942 3.376
C: 1.681 -5.345 1.147
F: 1.626 -4.327 0.305
F: 2.735 -6.102 0.822
F: 0.590 -6.098 1.025
H: 6.149 -4.109 2.120
N: 3.749 3.997 1.328
C: 3.063 2.852 1.324
C: 1.765 2.739 0.850
C: 1.140 3.868 0.350
C: 1.837 5.067 0.344
C: 3.131 5.075 0.843
H: 3.581 1.988 1.717
H: 1.262 1.781 0.872
H: 0.130 3.812 -0.031
H: 1.384 5.971 -0.039
H: 3.714 5.991 0.855
N: -0.473 7.800 -0.279
C: -1.756 7.455 -0.216
C: -2.627 7.518 -1.293
C: -2.136 7.971 -2.506
C: -0.802 8.337 -2.591
C: -0.017 8.231 -1.453
H: -2.098 7.106 0.753
H: -3.661 7.218 -1.189
H: -2.782 8.034 -3.372
H: -0.377 8.694 -3.519
H: 1.033 8.499 -1.477
N: -1.051 2.368 -1.538
C: -2.318 2.068 -1.819
C: -2.703 0.938 -2.523
C: -1.717 0.069 -2.963
C: -0.394 0.368 -2.682
C: -0.116 1.525 -1.969
H: -3.057 2.774 -1.454
H: -3.748 0.740 -2.719
H: -1.981 -0.824 -3.513
H: 0.408 -0.281 -3.002
H: 0.906 1.793 -1.722
N: -5.778 6.338 -2.513
C: -6.439 5.183 -2.508
C: -7.733 5.036 -2.983
C: -8.378 6.151 -3.488
C: -7.706 7.362 -3.499
C: -6.413 7.400 -3.003
H: -5.897 4.336 -2.101
H: -8.220 4.071 -2.956
H: -9.389 6.079 -3.868
H: -8.173 8.259 -3.884
H: -5.849 8.327 -2.995
N: 4.229 -8.027 4.746
C: 4.845 -6.869 5.000
C: 5.779 -6.704 6.013
C: 6.088 -7.793 6.807
C: 5.456 -9.003 6.559
C: 4.541 -9.064 5.521
H: 4.578 -6.039 4.363
H: 6.245 -5.740 6.165
H: 6.811 -7.704 7.608
H: 5.669 -9.880 7.157
H: 4.026 -9.992 5.291
N: -3.417 -2.581 -3.988
C: -4.681 -2.882 -4.272
C: -5.064 -4.015 -4.973
C: -4.077 -4.883 -5.407
C: -2.755 -4.586 -5.122
C: -2.481 -3.428 -4.412
H: -5.422 -2.175 -3.915
H: -6.109 -4.209 -5.173
H: -4.333 -5.779 -5.959
H: -1.953 -5.236 -5.441
H: -1.459 -3.159 -4.163

Forces on atoms 1 to 3 (eV/Å):
O 0.231 0.004 -0.278
S 0.734 0.811 1.596
O -0.167 -0.247 -0.351

For the calculated total energy, the calculation gives -4242.28094 Ha. Its total charge is -1. For the energy above the lowest of the compared OMol25 structures with the same formula, charge and spin, the calculation gives 0.0 kJ/mol. The multiplicity is 1. For the orbital gap, the calculation gives 8.604 eV.


Record 4
The following is a quantum chemistry calculation of 2 unconnected molecules or ions with the total composition C4H14NOS2 at a distorted geometry, from the OMol25 dataset.

Atoms and positions in Å:
N: -0.705 -0.896 0.201
C: -1.519 0.207 -0.500
C: -2.619 0.639 0.465
C: -0.670 1.365 -0.970
S: 0.600 1.026 -2.285
S: 1.652 -0.607 -1.821
C: 3.111 -0.091 -0.915
H: -1.180 -1.194 1.045
H: -0.545 -1.685 -0.424
H: 0.209 -0.525 0.469
H: -1.952 -0.296 -1.331
H: -3.637 0.456 0.103
H: -2.647 1.745 0.468
H: -2.551 0.453 1.538
H: -1.340 2.059 -1.462
H: -0.134 1.854 -0.163
H: 3.964 -0.677 -1.266
H: 3.057 -0.153 0.158
H: 3.331 0.964 -1.095
H: 1.317 -0.866 2.975
H: 1.454 -2.223 2.282
O: 0.802 -1.556 2.528

Forces on atoms 1 to 3 (eV/Å):
N -0.013 0.839 -0.513
C -0.089 -0.550 1.156
C -1.012 2.298 -0.244

For the calculated total energy, the calculation gives -1086.93043 Ha. Its total charge is +1. For the energy above the lowest of the compared OMol25 structures with the same formula, charge and spin, the calculation gives 47.1 kJ/mol. The multiplicity is 1. For the orbital gap, the calculation gives 9.761 eV.


Record 5
The following is a quantum chemistry calculation of 4 unconnected molecules or ions with the total composition H9NO3 at a distorted geometry, from the OMol25 dataset.

Atoms and positions in Å:
N: -0.675 0.392 1.164
H: -0.138 1.221 1.418
H: -1.257 0.004 1.896
H: -1.360 0.640 0.465
O: 2.576 -1.118 0.870
H: 1.626 -0.972 0.997
H: 2.851 -0.693 0.048
O: 0.213 1.832 -1.326
H: -0.460 1.187 -0.990
H: 0.802 1.865 -0.564
O: -1.963 -1.061 -0.786
H: -1.844 -1.856 -1.321
H: -2.312 -1.474 0.017

Forces on atoms 1 to 3 (eV/Å):
N 0.096 -0.064 -0.224
H -0.643 -0.311 0.508
H 0.534 0.361 0.583

For the calculated total energy, the calculation gives -285.84993 Ha. Its total charge is 0. For the energy above the lowest of the compared OMol25 structures with the same formula, charge and spin, the calculation gives 76.5 kJ/mol. The multiplicity is 1. For the orbital gap, the calculation gives 11.011 eV.


Record 6
The following is a quantum chemistry calculation of C10H6N2OS2 in the gas phase at a distorted geometry, from the OMol25 dataset.

Atoms and positions in Å:
C: -2.898 -1.119 2.063
C: -1.837 -1.006 1.019
C: -1.500 -1.949 -0.069
C: -0.285 -1.759 -0.801
C: 0.551 -0.611 -0.612
N: 1.478 -0.456 -1.565
C: 2.043 0.825 -1.432
S: 3.246 1.222 -2.607
C: 3.586 2.724 -1.853
O: 4.421 3.447 -2.406
S: 2.648 3.235 -0.435
C: 1.699 1.731 -0.405
N: 0.785 1.441 0.573
C: 0.137 0.305 0.329
C: -0.979 0.076 1.166
H: -3.850 -1.392 1.625
H: -2.572 -1.944 2.689
H: -2.941 -0.273 2.703
H: -2.233 -2.737 -0.309
H: -0.251 -2.647 -1.500
H: -1.248 0.888 1.826

Forces on atoms 1 to 3 (eV/Å):
C 0.195 -1.731 -0.932
C 2.033 1.023 -0.880
C 1.309 1.788 0.684

For the calculated total energy, the calculation gives -1365.77432 Ha. Its total charge is 0. For the energy above the lowest of the compared OMol25 structures with the same formula, charge and spin, the calculation gives 33.3 kJ/mol. The multiplicity is 1. For the orbital gap, the calculation gives 7.870 eV.